The following is a quantum chemistry calculation of a 2-piece molecular cluster, C5H10O overall in a non-equilibrium geometry, from OMol25.

```
16
Properties=species:S:1:pos:R:3
H 0.2990 -1.2406 -1.3869
C -0.0681 -1.7537 -0.4796
H 1.5236 0.7117 1.3502
C 0.2977 -0.7634 0.5793
H -2.0378 -0.2290 -1.4853
O 2.2217 4.8538 1.2286
C -2.4062 -1.1213 -0.9824
H -1.8875 -2.9712 -0.1507
H -3.4702 -1.3186 -1.0166
H -0.4332 -0.5290 1.3551
H 1.3039 4.6634 1.4343
C -1.5361 -2.0575 -0.6139
H 1.8908 0.1540 -0.4151
C 1.3039 0.0937 0.4947
H 0.5167 -2.6719 -0.5085
H 2.4817 4.1796 0.5968
```

Results
HOMO-LUMO gap: 10.261 eV
ΔE to the lowest compared entry with this formula, charge and spin: 196.7 kJ/mol
E_HOMO: -9.5 eV
Structure (SMILES): C=CCC=C.O
LUMO energy: 0.028 hartree
Charge: 0
Spin multiplicity: 1
Total energy: -7392.72635 eV